[1]
The following is a DFT calculation (wB97M-V/def2-TZVPD) of the molecule C4H7P.

For the HOMO energy (spin up / spin down), the calculation gives -7.27 / -9.81 eV. Its spin multiplicity is 3. For the HOMO-LUMO gap (spin up / spin down), the calculation gives 8.429 / 8.797 eV. The calculation puts the LUMO energy (spin up / spin down) at 1.156 / -1.016 eV. The calculation puts the relative energy (zero: lowest compared OMol25 entry of this formula, charge and spin) at 0.0000 eV.

XYZ file:
```
12
Properties=species:S:1:pos:R:3:forces:R:3
C 0.30733 -1.77550 2.06278 -0.817 1.088 -3.361
C 0.61695 -1.07296 0.85630 -1.912 -1.749 2.042
C 0.19259 0.32818 -1.67077 3.638 -2.999 0.615
C -0.25813 1.53894 -1.19547 -0.878 1.775 1.734
P -0.33431 -1.41782 -0.67360 0.974 1.516 1.092
H 0.96698 -1.76758 2.89242 0.391 0.342 0.751
H -0.66737 -2.32909 2.18623 1.398 0.323 -0.422
H 1.36551 -0.27418 0.90839 0.112 -0.562 -0.222
H -0.12295 0.01257 -2.65699 0.214 0.304 -0.299
H 1.37800 0.24151 -1.47265 -2.466 -0.136 -0.862
H 0.15271 1.98652 -0.24792 -0.539 -0.443 -1.257
H -1.22068 1.85358 -1.56564 -0.116 0.542 0.189
```
Forces are in eV/Å.

[2]
The following is a DFT calculation (wB97M-V/def2-TZVPD) of a cluster of 2 separate species, C9H17N3 in total.

For the HOMO energy, the calculation gives -8.77 eV. For the HOMO-LUMO gap, the calculation gives 9.729 eV. The calculation puts the LUMO energy at 0.961 eV. As for the SMILES: C=CC(C)(C)C.Nc1cc[nH]n1. The calculation puts the relative energy (zero: lowest compared OMol25 entry of this formula, charge and spin) at 2.3309 eV.

XYZ file:
```
29
Properties=species:S:1:pos:R:3:forces:R:3
C 0.64091 -0.03835 -2.22111 -2.110 2.913 0.227
C 0.34555 0.20441 -0.95103 0.365 0.961 1.772
C 0.87223 -0.36957 0.36116 0.831 -2.108 -0.863
C 2.42035 -0.06672 0.41233 -2.156 1.208 2.559
C 0.91899 -1.90793 0.28574 -2.437 -1.483 -2.868
C 0.03837 0.09085 1.59475 2.726 -1.170 -0.037
H 1.29488 -0.67326 -2.71444 1.049 -1.557 -0.305
H 0.14457 0.72358 -2.86206 0.492 -0.808 -0.033
H -0.22719 1.12042 -0.66491 0.011 -0.803 -0.973
H 2.53602 0.95725 0.73586 0.325 0.591 -0.173
H 2.77494 -0.19032 -0.54098 1.233 -0.374 -2.155
H 2.94755 -0.66168 1.15189 -0.049 -0.335 -0.025
H 1.30632 -2.21578 -0.75207 0.120 0.367 1.588
H -0.13987 -2.37148 0.18164 1.361 0.819 0.618
H 1.44468 -2.44008 1.07234 0.143 0.243 0.113
H 0.87454 0.64177 2.09758 -1.654 0.193 0.545
H -0.20092 -0.83611 2.16309 -0.002 0.912 -0.066
H -0.87288 0.60949 1.35073 0.206 0.440 0.100
N -3.16618 0.27189 1.96041 0.106 -1.051 -0.078
C -3.10437 0.30525 0.56487 -0.129 0.624 2.186
C -2.90726 -0.73264 -0.31845 -0.224 -3.386 0.256
C -2.86460 -0.10894 -1.53118 0.603 -2.641 -2.393
N -2.79947 1.18824 -1.31548 -1.398 2.825 0.513
N -3.06512 1.49070 0.01093 0.612 -0.135 -1.190
H -3.07154 1.19726 2.27061 0.068 1.359 0.753
H -3.94434 -0.16214 2.42683 -0.172 -0.312 -0.369
H -2.78259 -1.85899 -0.04415 -0.441 2.448 -0.796
H -2.83110 -0.63258 -2.53681 0.188 1.211 1.353
H -3.01409 1.99836 -1.89806 0.336 -0.952 -0.260
```
Forces are in eV/Å.

[3]
The following is a DFT calculation (wB97M-V/def2-TZVPD) of a cluster of 8 separate species, C37H97N7O11 in total.

For the HOMO energy, the calculation gives -8.63 eV. For the HOMO-LUMO gap, the calculation gives 8.933 eV. The calculation puts the LUMO energy at 0.300 eV. As for the SMILES: COC[C@H](C)N.COC[C@H](C)N.COC[C@H](C)N.COC[C@H](C)N.COCCNCCOC.COCCNCCOC.COCCNCCOC.CC(C)O. The calculation puts the relative energy (zero: lowest compared OMol25 entry of this formula, charge and spin) at 7.2682 eV.

XYZ file:
```
152
Properties=species:S:1:pos:R:3:forces:R:3
C 8.51007 7.84922 7.21859 -0.724 -0.480 -1.326
O 7.40999 7.13061 6.57842 1.003 0.247 -0.139
C 7.81727 6.49294 5.34284 -0.345 -1.537 1.016
C 6.64364 6.31057 4.38018 -1.165 -0.635 -0.895
C 7.07520 5.91639 2.92986 1.266 -0.118 0.385
N 5.88198 7.53940 4.36773 0.179 0.113 -0.948
H 9.41794 7.27001 7.38711 -0.152 -0.601 -0.016
H 8.18138 8.23089 8.18523 -0.208 0.180 -0.373
H 8.78104 8.59186 6.46815 0.171 0.679 0.547
H 8.63759 6.97302 4.80927 0.137 0.495 0.223
H 8.12905 5.50186 5.67247 0.579 -0.211 -0.339
H 5.92586 5.54640 4.67840 0.402 -0.380 0.515
H 7.48167 6.71553 2.30996 -0.213 0.651 0.352
H 6.39591 5.39108 2.25851 -0.626 0.115 0.652
H 7.94200 5.25890 2.99659 0.096 -0.361 0.197
H 6.67008 8.12594 4.13326 -0.546 1.533 0.009
H 5.60800 7.73386 5.32021 0.114 0.307 0.130
C -4.98712 -8.11312 4.81467 0.749 -1.150 0.220
O -4.71290 -9.23954 5.66764 -0.635 0.015 0.510
C -3.98022 -10.31217 5.11419 0.338 -0.554 -1.670
C -4.08663 -11.67097 5.91454 -0.050 1.863 1.306
C -3.84686 -13.00876 5.18498 0.684 1.205 -0.443
N -5.37226 -11.63694 6.53736 -2.167 -0.560 -0.031
H -5.76659 -7.51044 5.28084 0.211 -0.097 0.063
H -5.31292 -8.44527 3.82895 -0.186 -0.097 -0.075
H -4.05760 -7.55975 4.68102 -0.045 0.368 0.004
H -4.29498 -10.48209 4.08454 -0.560 -0.135 -0.276
H -2.94840 -9.99070 4.97239 0.443 -0.188 0.405
H -3.46281 -11.43282 6.77607 1.448 -0.894 -0.261
H -2.77285 -13.15646 5.07187 0.053 -0.102 -0.159
H -4.28710 -12.93366 4.19067 -0.026 -0.053 -0.085
H -4.25206 -13.91528 5.63457 -0.163 0.431 0.495
H -5.59305 -10.70186 6.84879 -0.052 0.024 -0.007
H -5.39847 -12.24968 7.33983 -0.042 -0.078 0.001
C 6.25554 4.93188 -7.27831 1.171 0.838 0.198
O 7.07918 4.11711 -8.06319 0.861 -1.511 -0.823
C 8.43430 3.81605 -7.65081 -1.009 -0.351 1.747
C 8.48692 3.02043 -6.24743 0.746 0.707 -1.512
C 9.83754 2.34126 -6.01330 -0.791 -0.136 -0.323
N 7.44586 1.98547 -6.18434 -0.087 0.867 -0.577
H 6.95076 5.53775 -6.69720 -0.429 0.596 0.358
H 5.57577 4.43093 -6.58906 0.023 -0.418 -0.073
H 5.69022 5.55481 -7.97147 -0.096 0.054 0.192
H 8.91167 3.28403 -8.47372 -0.392 -0.397 0.092
H 9.03386 4.71837 -7.53059 -0.151 0.387 0.160
H 8.32901 3.72475 -5.43067 0.010 0.501 -0.174
H 9.77111 2.22380 -4.93169 1.060 -0.624 -0.042
H 10.75382 2.79959 -6.38542 -0.147 0.623 0.427
H 9.76897 1.40238 -6.56276 0.063 -0.285 0.440
H 6.77921 2.42430 -6.80330 -0.843 -0.633 -0.374
H 6.99395 2.04204 -5.28285 0.003 -0.227 0.290
C 3.30603 -9.75429 -10.93256 0.633 0.727 0.944
O 3.86168 -8.42134 -10.99969 -0.217 0.139 0.417
C 3.38593 -7.54454 -9.93683 1.020 0.880 -0.854
C 3.90759 -6.03476 -10.11897 0.481 -2.355 -2.831
C 3.49098 -5.06566 -9.09737 -0.618 1.799 0.908
N 3.50513 -5.61406 -11.48144 -0.946 0.217 -0.362
H 3.27122 -10.07720 -9.89207 0.130 -0.065 0.256
H 3.99340 -10.43239 -11.43832 -0.199 0.204 -0.276
H 2.27764 -9.85514 -11.27949 0.009 0.349 -0.496
H 2.30233 -7.65376 -9.98147 -0.148 0.557 0.571
H 3.84280 -7.81422 -8.98466 -0.373 -0.601 0.217
H 4.99286 -6.04468 -10.21988 0.350 -0.667 0.953
H 2.53448 -4.61559 -9.36317 -0.336 -0.351 0.135
H 4.14712 -4.19541 -9.08170 0.340 0.016 -0.317
H 3.48521 -5.33715 -8.04174 -0.136 -0.712 -0.155
H 3.76808 -6.30217 -12.17243 -0.106 -0.600 0.265
H 3.97034 -4.79373 -11.84300 0.116 0.463 0.625
C 3.93707 -1.17084 -1.97245 -0.747 1.665 -1.380
O 3.89957 0.31744 -2.12842 0.937 -2.258 1.226
C 3.88275 1.14325 -0.95681 -1.137 1.449 -1.142
C 2.39759 1.58984 -0.66439 1.625 -0.740 0.085
N 1.63511 0.71075 0.22126 0.519 0.765 0.463
C 2.00971 0.74302 1.63114 -2.152 -1.871 0.821
C 0.93454 -0.26918 2.25975 -0.191 -0.223 -0.685
O 0.97423 -1.58186 1.60298 -0.544 0.181 0.903
C 0.15403 -2.57560 2.28714 1.944 -0.282 -0.147
H 4.90912 -1.63391 -1.80277 0.138 0.553 0.756
H 3.69796 -1.49842 -2.98419 -0.187 -0.015 -0.027
H 3.12200 -1.52877 -1.34344 0.318 0.018 0.369
H 4.41037 2.04156 -1.27737 -0.139 0.316 -0.407
H 4.49349 0.94668 -0.07564 -0.256 -1.355 0.152
H 1.88855 1.65470 -1.62604 0.084 -0.094 -0.035
H 2.49183 2.61227 -0.29852 -0.485 -0.009 0.502
H 1.89121 -0.25646 0.08335 -0.418 -0.224 -1.273
H 1.88167 1.68641 2.16191 0.025 0.193 -0.349
H 3.00948 0.33948 1.79151 0.255 0.111 0.305
H -0.08670 0.06032 2.06844 0.079 0.761 -0.255
H 0.95806 -0.35295 3.34627 0.709 -0.301 0.194
H 0.43836 -3.55650 1.90624 0.325 0.109 -0.383
H -0.93171 -2.60966 2.19711 -0.118 1.158 -0.063
H 0.52036 -2.59663 3.31352 -0.606 0.100 0.352
C -12.03860 5.49983 6.58027 0.267 0.713 0.623
O -11.72105 4.55762 5.58238 -0.106 0.539 -0.352
C -10.73685 3.64569 5.94333 1.978 -0.982 1.070
C -9.24216 4.10750 6.06166 -2.072 1.048 -0.117
N -8.77695 4.24403 4.73298 0.336 -1.209 -2.146
C -7.39812 4.60971 4.56508 -1.187 1.596 0.415
C -7.03706 5.04925 3.14345 1.341 -2.435 0.358
O -5.62626 5.24893 3.20932 1.304 0.639 -0.836
C -4.74652 4.12631 3.36724 -1.266 -0.635 1.595
H -11.22990 6.18039 6.84665 0.656 -0.193 -0.162
H -12.32984 5.04798 7.52848 -0.240 -0.388 -0.026
H -12.80362 6.21481 6.27755 -0.341 -0.628 -0.497
H -10.59276 2.85491 5.20712 -0.908 0.130 -0.373
H -10.93027 3.13624 6.88733 -0.693 0.114 0.324
H -8.74923 3.35011 6.67115 0.395 0.288 -0.116
H -9.19283 5.13787 6.41379 0.116 -0.084 1.587
H -9.34373 4.97698 4.33092 -0.182 -0.051 -0.367
H -6.77041 3.88685 5.08618 0.143 -0.122 -0.668
H -7.27324 5.55774 5.08830 0.615 0.302 0.650
H -7.57086 5.93752 2.80562 0.420 0.318 0.395
H -7.21740 4.30531 2.36749 -0.368 -0.405 0.070
H -5.17297 3.39098 4.04954 -0.586 -0.090 0.251
H -3.88738 4.40602 3.97695 0.270 0.585 -0.767
H -4.50542 3.44866 2.54823 0.115 0.948 -0.916
C -2.58687 -5.15395 -4.15494 0.896 -0.267 0.601
O -1.72388 -5.18843 -2.97340 -1.291 0.469 -1.926
C -2.27833 -4.57030 -1.84072 1.344 -0.446 1.351
C -2.56932 -3.07816 -1.82778 -0.446 0.165 -0.123
N -3.99420 -2.85974 -1.66666 -0.629 0.729 -0.820
C -4.38083 -1.45931 -1.42211 1.241 -1.079 0.465
C -5.57451 -1.53523 -0.54238 -1.726 0.062 0.581
O -5.44946 -2.61622 0.39000 -0.512 0.711 2.025
C -6.45903 -2.59760 1.45589 0.227 -1.294 -0.797
H -3.50893 -5.70621 -3.97350 -0.116 0.110 0.089
H -2.04372 -5.63461 -4.96861 0.113 -0.189 0.230
H -2.79586 -4.14792 -4.51870 -0.144 0.207 0.411
H -1.47675 -4.76691 -1.12874 0.093 0.230 0.312
H -3.11451 -5.11412 -1.40120 -0.552 -0.157 -0.462
H -2.17230 -2.60862 -2.72778 0.035 0.162 0.041
H -2.18467 -2.60171 -0.92604 1.248 -0.027 -0.115
H -4.18219 -3.22656 -0.74460 -0.192 -0.825 -0.216
H -4.46534 -0.82298 -2.30304 -0.384 -0.269 -0.085
H -3.67950 -0.95916 -0.75420 0.961 0.110 -0.142
H -6.49372 -1.73949 -1.09140 -0.236 0.440 -0.143
H -5.58729 -0.60389 0.02380 -0.679 0.186 -0.059
H -6.24697 -3.37018 2.19498 0.702 -0.205 -0.301
H -7.39555 -2.95194 1.02521 -0.291 0.505 -0.135
H -6.61182 -1.72112 2.08560 0.365 0.681 -0.759
C 0.08574 9.12106 2.20199 -0.360 -0.468 -1.233
C 0.42528 7.87396 1.28727 -1.340 1.093 1.587
C -0.51605 7.76016 0.05111 1.085 0.121 0.290
O 1.80747 7.86255 0.96720 -0.591 -0.443 -0.428
H -0.96154 8.99882 2.47834 -0.197 0.337 -0.147
H 0.24439 10.03895 1.63594 -0.145 0.146 0.113
H 0.60016 9.19819 3.15985 0.523 -0.364 -0.215
H 0.10415 7.09278 1.97628 0.619 -0.876 -0.163
H -0.73435 6.73453 -0.24643 0.314 -0.161 0.234
H -0.01062 8.21745 -0.79950 -0.262 0.297 -0.058
H -1.48876 8.21056 0.24878 0.201 0.285 -0.004
H 2.27762 7.77173 1.79925 0.185 0.026 0.035
```
Forces are in eV/Å.

[4]
The following is a DFT calculation (wB97M-V/def2-TZVPD) of the ion C2H9N4 with charge +1.

For the HOMO energy, the calculation gives -14.38 eV. As for the net charge: +1. For the HOMO-LUMO gap, the calculation gives 11.197 eV. The calculation puts the LUMO energy at -3.185 eV. As for the SMILES: [H]/N=C(/N)N[NH2+]C. The calculation puts the relative energy (zero: lowest compared OMol25 entry of this formula, charge and spin) at 3.9132 eV.

XYZ file:
```
15
Properties=species:S:1:pos:R:3:forces:R:3
H -1.48086 2.20070 -0.47701 0.536 0.417 -0.332
N -1.89514 1.40934 -0.05123 -0.983 -0.990 -0.059
C -1.80784 0.17630 -0.15164 3.433 -0.614 0.845
N -2.65671 -0.83700 -0.06193 -0.386 0.405 -0.343
N -0.34472 -0.54482 -0.00037 -4.480 -1.085 -1.413
N 0.64245 0.25482 0.42450 0.955 0.296 -0.745
C 1.94289 0.14807 -0.37139 0.957 2.445 0.836
H -3.48198 -0.86114 -0.60798 -0.992 0.402 -0.224
H -2.27454 -1.72118 0.14181 0.355 -0.948 0.277
H -0.12525 -1.44279 -0.38745 0.243 -0.107 -0.153
H 0.06218 1.11480 0.42206 1.030 1.248 -0.170
H 0.75360 0.04914 1.37615 1.101 -0.164 2.028
H 2.05754 -0.80897 -0.80204 -0.627 -1.201 -0.430
H 1.81728 0.91093 -1.21886 0.900 -0.985 1.472
H 2.87391 0.17682 0.36028 -2.042 0.883 -1.590
```
Forces are in eV/Å.